C9H23BrN2O2P | the ωB97M-V functional and the def2-TZVPD basis

Atoms and positions in Å:
C -2.3871 -1.6457 -1.4765
C -2.1315 -1.7222 0.0923
C -1.0362 -0.7052 0.6301
P 0.7160 -1.1416 0.1183
Br -1.3937 1.1815 0.1482
H -2.8294 -0.6554 -1.8128
H -1.4888 -1.9418 -2.0978
H -3.1910 -2.4225 -1.7052
H -1.9398 -2.7974 0.3884
H -3.1115 -1.4186 0.5917
H -1.0642 -0.7599 1.7657
H 1.6138 -0.4284 0.9942
H 0.9734 -2.5390 0.3701
H 1.0643 -0.7635 -1.2121
C 2.4108 -1.9078 -4.5432
O 1.7402 -2.5376 -3.7404
N 3.6125 -1.3230 -4.2772
C 4.3511 -0.5913 -5.2886
C 4.1698 -1.4366 -2.9445
H 2.0820 -1.7625 -5.5838
H 5.3260 -1.0623 -5.4333
H 4.4908 0.4402 -4.9569
H 3.8124 -0.5905 -6.2366
H 4.3070 -2.4919 -2.6974
H 3.4755 -0.9964 -2.2227
H 5.1282 -0.9210 -2.8890
C -1.5127 2.5759 5.7205
O -1.5297 3.3106 6.6878
N -2.3003 2.7165 4.6133
C -2.2226 1.7995 3.4973
C -3.2423 3.8190 4.5562
H -0.8345 1.7082 5.6616
H -1.9510 2.3541 2.5959
H -3.1988 1.3272 3.3546
H -1.4741 1.0259 3.6813
H -2.6997 4.7631 4.6407
H -3.9399 3.7424 5.3931
H -3.7949 3.7976 3.6165

Summary:
E: -96104.2348 eV
Maximum force: 1.5 eV Å⁻¹
Charge: +1
Highest occupied orbital energy: -11.35 eV